[1]
C24H34N6Na | ωB97M-V with the def2-TZVPD basis set

Values from the calculation:
- Relative energy (zero: lowest compared OMol25 entry of this formula, charge and spin): 8.7 kcal/mol
- DFT total energy: -38796.1505 eV
- Total charge: -1
- E_HOMO: -3.31 eV

Structure (XYZ):
```
65
C24H34N6Na (ωB97M-V with the def2-TZVPD basis set)
Na -0.204 -0.066 -0.520
N -1.273 1.336 1.104
N 1.883 0.386 -0.503
N -0.009 -2.294 -0.368
N 0.282 0.012 2.843
N -2.255 -0.862 -1.217
N 0.185 2.139 -1.779
C 1.450 2.379 -1.646
C 3.337 4.050 -1.866
C -3.140 -3.103 -1.574
C -2.099 -2.122 -1.435
C 2.062 3.660 -1.528
C -1.890 2.810 -2.965
C -0.743 3.209 -2.008
C -0.707 -2.628 -1.415
C 3.462 1.017 -2.243
C -0.671 0.928 3.425
C -3.576 0.918 -2.375
C -3.550 -0.258 -1.355
C -3.207 -4.128 -2.476
C -2.209 1.311 -2.950
C 1.307 -2.844 -0.211
C -1.807 1.170 2.433
C 2.310 1.195 -1.419
C 2.712 -0.713 -0.100
C -0.973 -4.003 -3.526
C -2.287 -4.435 -3.481
C 2.419 -2.013 -0.860
C -0.253 -3.334 -2.557
C 4.296 1.961 -2.789
C 4.317 3.328 -2.537
H -2.455 0.288 2.425
H -4.319 -0.984 -1.659
H 5.182 3.877 -2.893
H -2.628 -5.092 -4.274
H -1.188 3.497 -1.044
H -1.429 0.818 -2.373
H 2.138 -1.759 -1.884
H -3.832 0.133 -0.370
H 1.352 -3.874 -0.606
H -4.119 -4.722 -2.461
H -2.138 0.927 -3.967
H 3.781 -0.462 -0.209
H 1.508 -2.887 0.868
H 2.509 -0.878 0.962
H -0.405 -4.326 -4.396
H -2.411 2.031 2.782
H -0.254 4.102 -2.427
H 0.809 -3.255 -2.753
H -3.978 -2.984 -0.891
H 5.104 1.580 -3.412
H -1.975 1.672 0.461
H -0.141 1.868 3.624
H 3.575 5.091 -1.655
H -1.103 0.584 4.389
H 3.710 -0.013 -2.470
H -2.773 3.403 -2.704
H -4.038 1.781 -1.886
H 3.325 -2.626 -0.886
H -1.599 3.109 -3.974
H -0.490 1.976 1.104
H -0.175 -0.818 2.480
H 1.430 4.429 -1.092
H 0.990 -0.265 3.509
H -4.234 0.625 -3.197
```

Atomic partial charges in e from the Löwdin method, atoms 1 to 8: number 1, Na, carries 0.2270; number 2, N, carries 0.0045; number 3, N, carries 0.0081; number 4, N, carries 0.0107; number 5, N, carries 0.0020; number 6, N, carries 0.0272; number 7, N, carries 0.0390; number 8, C, carries -0.2605


[2]
C24H34N6O3 | ωB97M-V with the def2-TZVPD basis set

Values from the calculation:
- SMILES string: CC[C@H](C)[C@@H](CN(N=O)[C@@H](Cc1ccccc1)CN(C)N=O)N(CCc1ccccc1)N=O
- Relative energy (zero: lowest compared OMol25 entry of this formula, charge and spin): 196.9 kcal/mol
- DFT total energy: -40517.3922 eV
- E_HOMO: -8.86 eV

Structure (XYZ):
```
67
C24H34N6O3 (ωB97M-V with the def2-TZVPD basis set)
O 0.519 3.291 -2.958
O 2.041 1.618 0.187
O -0.805 1.363 2.625
N -0.131 3.005 -1.945
N -1.090 0.822 0.538
N 2.230 0.424 0.427
N 0.164 3.591 -0.834
N 1.491 -0.452 -0.177
N -0.729 0.507 1.743
C -4.576 1.230 -0.647
C 1.246 4.534 -0.673
C -2.941 2.401 0.852
C -5.604 -0.843 -0.017
C 2.280 -1.801 -4.094
C -0.923 -0.216 -0.451
C -4.092 0.257 1.486
C 4.132 -1.664 3.922
C -1.610 2.129 0.126
C 1.163 -2.149 1.632
C 3.102 -1.408 3.036
C -4.938 -0.800 1.196
C 0.451 -0.092 -1.138
C 3.518 -3.977 3.974
C -0.423 -0.254 -3.485
C -5.423 0.176 -0.938
C 2.487 -3.721 3.086
C -0.577 3.242 0.361
C 1.987 -0.764 -3.016
C -3.905 1.282 0.569
C 4.342 -2.949 4.394
C 0.552 -0.854 -2.472
C 2.268 -2.436 2.611
C 1.719 -1.826 0.224
H -1.726 -0.136 -1.181
H 1.616 4.775 -1.670
H -0.252 -0.690 -4.465
H 0.633 0.969 -1.355
H 2.799 -1.995 0.226
H -0.276 0.820 -3.561
H -1.083 4.142 0.728
H 4.772 -0.857 4.249
H -1.459 -0.451 -3.219
H 5.146 -3.148 5.088
H 0.890 5.433 -0.173
H -6.265 -1.666 -0.243
H -2.760 2.487 1.924
H -0.998 -1.180 0.058
H 2.702 -0.908 -2.204
H -3.575 0.287 2.434
H 2.043 4.070 -0.091
H 0.584 -1.294 1.990
H 2.938 -0.408 2.665
H -5.077 -1.590 1.918
H 1.846 -4.529 2.762
H 2.129 -2.808 -3.709
H -1.800 2.066 -0.948
H -5.944 0.149 -1.884
H -4.439 2.025 -1.366
H 1.270 -2.476 -0.524
H 0.497 -3.011 1.573
H 3.676 -4.982 4.338
H -3.342 3.347 0.484
H 0.290 -1.907 -2.315
H 3.312 -1.712 -4.422
H 0.145 2.937 1.125
H 1.640 -1.665 -4.961
H 2.143 0.239 -3.418
```

Atomic partial charges in e from the Löwdin method, atoms 1 to 8: number 1, O, carries -0.0688; number 2, O, carries -0.0641; number 3, O, carries -0.0462; number 4, N, carries -0.0922; number 5, N, carries -0.0869; number 6, N, carries -0.0126; number 7, N, carries -0.1828; number 8, N, carries -0.1151


[3]
C24H34N6O3 | ωB97M-V with the def2-TZVPD basis set

Values from the calculation:
- SMILES string: CC(C)C[C@@H](CN(N=O)[C@@H](Cc1ccccc1)CN(C)N=O)N(CCc1ccccc1)N=O
- Relative energy (zero: lowest compared OMol25 entry of this formula, charge and spin): 193.8 kcal/mol
- DFT total energy: -40517.5280 eV
- E_HOMO: -9.06 eV

Structure (XYZ):
```
67
C24H34N6O3 (ωB97M-V with the def2-TZVPD basis set)
O 0.717 -2.055 -3.120
O 1.340 1.432 2.410
O -0.616 -1.775 2.338
N 0.358 -0.800 -1.379
N -1.426 -0.849 2.449
N -1.964 -0.369 1.371
N 1.916 -0.501 1.599
N 1.335 0.637 1.461
N -0.068 -1.363 -2.473
C -2.746 2.925 -0.594
C -0.485 3.158 0.149
C -2.407 3.497 -1.807
C 1.734 -0.937 -0.911
C -1.103 3.895 -2.049
C 4.489 0.867 0.321
C -2.141 2.103 1.712
C -4.487 -2.197 0.843
C -2.859 -1.189 -0.848
C 4.792 -0.718 -1.446
C 1.868 -1.470 0.525
C -0.621 -0.011 -0.670
C 2.527 -0.942 2.833
C -3.699 -2.410 -0.448
C 6.607 -0.226 0.042
C 6.101 -0.916 -1.047
C -4.655 -2.754 -1.589
C -1.785 2.732 0.392
C 2.536 0.349 -1.180
C -0.145 3.732 -1.064
C -1.657 -0.907 0.051
C 3.970 0.171 -0.763
C -2.857 0.745 1.605
C 5.800 0.669 0.722
H -3.773 2.640 -0.412
H 2.807 -2.029 0.578
H 6.190 1.217 1.567
H 6.729 -1.608 -1.588
H -3.165 3.637 -2.565
H 4.405 -1.253 -2.302
H 2.089 1.188 -0.648
H -3.498 -0.308 -0.931
H -3.020 -3.258 -0.302
H -2.442 -1.382 -1.840
H -0.840 4.338 -2.998
H -1.173 -1.869 0.278
H -3.828 -2.056 1.694
H -3.606 0.770 0.817
H 3.870 1.574 0.853
H -5.140 -1.331 0.756
H 3.571 -1.205 2.661
H 7.629 -0.382 0.356
H -3.352 0.546 2.559
H 1.978 -1.799 3.223
H 1.052 -2.172 0.737
H 2.461 -0.114 3.539
H 2.484 0.555 -2.252
H -4.105 -2.951 -2.506
H -1.134 0.640 -1.381
H -1.241 1.981 2.317
H 0.870 4.055 -1.240
H -0.086 0.597 0.060
H -5.240 -3.637 -1.343
H -5.341 -1.929 -1.770
H 2.134 -1.728 -1.564
H 0.263 3.037 0.918
H -2.811 2.779 2.248
H -5.107 -3.068 1.044
```

Atomic partial charges in e from the Löwdin method, atoms 1 to 8: number 1, O, carries -0.0615; number 2, O, carries -0.0642; number 3, O, carries -0.0833; number 4, N, carries -0.0955; number 5, N, carries -0.0231; number 6, N, carries -0.1059; number 7, N, carries -0.1678; number 8, N, carries -0.0893


[4]
C24H35AlBBrCl3F7MgN4O12P | ωB97M-V with the def2-TZVPD basis set

Values from the calculation:
- DFT total energy: -204596.6712 eV
- Total charge: +1
- E_HOMO: -9.41 eV

Structure (XYZ):
```
90
C24H35AlBBrCl3F7MgN4O12P (ωB97M-V with the def2-TZVPD basis set)
Br -3.769 5.427 -3.271
Cl 5.798 -4.868 5.628
Cl 3.524 -2.869 7.217
Cl -1.761 4.847 -1.727
P -2.859 -2.147 0.755
Al -3.032 6.995 -4.834
Mg -4.841 8.360 -3.309
F -1.659 1.798 0.450
F -2.942 2.353 2.958
F 0.301 6.429 -2.095
F -5.095 2.700 2.286
F 4.330 0.396 -7.602
F -5.116 1.112 0.311
F -4.098 0.242 2.123
O -3.273 -1.594 -2.328
O -2.288 -3.526 0.432
O -4.534 -2.026 0.355
O -2.859 -2.230 2.488
O -4.061 2.660 -3.934
O 5.697 -0.400 -6.087
O 2.380 -0.021 2.493
O 1.931 -0.409 4.678
O 0.923 1.297 3.622
O 2.965 -1.047 -3.967
O 1.563 -4.280 0.425
O -1.328 -2.667 -3.154
N -1.031 -0.401 1.361
N 2.503 2.282 -0.088
N 1.332 -3.113 2.440
N -1.003 -0.981 -1.108
C 1.634 1.362 -2.895
C 2.976 2.158 -2.716
C -3.760 2.507 1.780
C -3.838 1.064 0.997
C 1.416 -3.142 0.960
C 3.914 -1.389 -4.816
C 3.403 -3.541 5.570
C 1.798 0.263 3.504
C -0.581 0.189 -1.961
C 1.270 0.358 5.677
C 0.160 -1.894 -0.947
C 1.357 -1.776 0.061
C 0.737 0.992 -1.643
C 1.320 1.519 -0.322
C -3.384 2.909 -1.483
C -3.757 3.403 -2.986
C -1.735 1.229 -2.368
C 4.755 -0.069 -5.233
C 3.272 2.575 -1.243
C 0.285 1.163 4.886
C -3.020 1.337 -1.415
C 4.025 -4.919 5.466
C -2.631 0.764 0.036
C -1.849 -0.643 0.102
B -1.853 -1.760 -2.164
H -3.941 0.821 -1.889
H 5.084 0.392 -4.283
H 3.809 -5.350 4.487
H -4.635 -2.743 -0.320
H -1.328 -2.222 -4.037
H 1.359 1.035 -3.960
H -3.457 3.385 1.149
H 2.339 -3.596 5.328
H -3.764 -2.496 2.769
H -0.350 -0.289 -3.001
H 0.377 -2.871 2.758
H -3.662 -2.446 -2.656
H -1.217 2.262 -2.445
H -0.668 0.642 4.748
H -2.141 1.043 -3.437
H 0.727 -1.869 -1.964
H 1.380 -0.943 0.831
H 3.666 2.405 -3.597
H -4.289 3.203 -0.825
H -2.483 3.583 -1.090
H 4.001 0.660 -5.580
H 0.744 1.261 0.644
H 2.007 0.983 6.189
H 3.596 -1.849 -5.768
H -0.192 -3.000 -0.899
H 3.635 -5.594 6.229
H 4.665 -2.117 -4.461
H 0.092 2.141 5.330
H 1.989 -2.368 2.754
H -1.626 -0.040 2.121
H -0.649 -1.284 1.731
H 4.254 3.158 -1.078
H 0.787 -0.291 6.409
H 3.872 -2.835 4.881
H 2.407 -1.754 -0.431
```

Atomic partial charges in e from the Löwdin method, atoms 1 to 8: number 1, Br, carries 0.3925; number 2, Cl, carries 0.5442; number 3, Cl, carries 0.5404; number 4, Cl, carries 0.3918; number 5, P, carries 0.7475; number 6, Al, carries 0.2153; number 7, Mg, carries 0.5758; number 8, F, carries -0.0075


[5]
C24H35BrF6NO12PS2 | ωB97M-V with the def2-TZVPD basis set

Values from the calculation:
- DFT total energy: -168816.6216 eV
- E_HOMO: -7.12 eV

Structure (XYZ):
```
82
C24H35BrF6NO12PS2 (ωB97M-V with the def2-TZVPD basis set)
Br 3.048 -1.406 -0.339
S 0.510 -1.041 2.180
S -2.831 -3.862 -2.130
P -1.720 -2.243 -2.102
F 1.855 1.703 -3.432
F -1.598 1.461 -2.971
F -0.057 -0.001 -3.383
F 1.453 4.364 -3.206
F -0.508 4.105 -2.327
F 0.110 2.512 -4.368
O -3.437 -1.860 0.052
O -1.993 -2.497 1.631
O 1.754 -0.385 2.504
O 0.919 4.181 -0.154
O -2.388 -0.584 4.374
O -2.517 -1.148 -2.977
O -0.058 -1.601 3.365
O -3.299 2.719 0.519
O 1.107 0.701 -0.960
O 2.607 2.999 -1.003
O -0.485 -2.621 -3.062
O 0.784 -2.239 1.201
N 1.991 6.692 1.053
C -2.398 0.570 -0.406
C -1.887 0.333 3.822
C -0.369 1.075 -2.609
C -0.075 -3.965 -0.092
C 2.019 -3.424 -1.955
C -0.072 0.606 -1.132
C -0.609 0.220 1.427
C -2.297 -2.058 0.513
C 0.401 2.121 2.931
C -1.876 0.477 2.296
C 0.186 -5.683 1.752
C 0.242 1.511 1.532
C 1.430 3.590 -1.073
C -1.022 -0.061 -0.124
C 0.640 2.173 -3.147
C 0.911 -4.851 0.686
C -3.628 2.744 -0.883
C -1.098 -1.653 -0.430
C 1.450 -2.223 -1.155
C 1.678 2.977 2.968
C -2.399 2.120 -0.366
C 3.253 -4.198 -1.446
C 0.234 -2.459 -0.123
C 0.697 3.528 -2.412
H -1.033 -4.140 0.386
H 0.808 -6.498 2.113
H -3.545 3.761 -1.236
H -4.421 2.064 -1.156
H 1.564 7.000 1.928
H 1.322 -5.582 -0.017
H -0.123 2.291 0.873
H -0.421 2.770 3.233
H -2.798 0.413 -1.397
H 1.262 1.333 1.214
H -0.727 -6.104 1.331
H 1.281 -4.143 -2.287
H 4.175 -3.775 -1.832
H 1.766 -4.367 1.146
H 2.982 6.501 1.209
H -0.120 -5.012 2.555
H 2.378 -2.982 -2.888
H -0.880 -2.836 -3.918
H -1.528 1.153 4.463
H -3.432 -1.203 -2.656
H 2.531 2.330 2.756
H 1.889 7.422 0.346
H 3.169 3.551 -0.442
H 1.627 3.758 2.209
H 1.520 5.834 0.730
H 1.108 -1.543 -1.919
H -3.225 0.336 0.248
H -1.477 2.648 -0.592
H 1.857 3.386 3.962
H 0.558 1.361 3.691
H -2.712 -0.162 2.031
H -2.125 1.522 2.118
H 3.302 -4.357 -0.377
H -0.252 -4.357 -1.086
H 3.197 -5.193 -1.897
```

Atomic partial charges in e from the Löwdin method, atoms 1 to 8: number 1, Br, carries 0.8757; number 2, S, carries 0.6785; number 3, S, carries 0.3653; number 4, P, carries 0.3646; number 5, F, carries 0.1815; number 6, F, carries 0.1446; number 7, F, carries 0.1227; number 8, F, carries 0.1284


[6]
C24H35N7O4PdSSe | ωB97M-V with the def2-TZVPD basis set

Values from the calculation:
- DFT total energy: -123700.2595 eV
- Total charge: +4
- E_HOMO (spin up / spin down): -17.56 / -17.55 eV

Structure (XYZ):
```
73
C24H35N7O4PdSSe (ωB97M-V with the def2-TZVPD basis set)
Pd 1.064 1.006 0.150
Se -1.790 -1.428 -1.559
S 2.024 3.008 -0.851
O -0.689 0.279 1.503
O 2.296 -0.303 -1.195
O 0.408 0.382 -2.075
O -2.317 -1.148 0.942
N -3.651 -0.827 3.225
N 2.129 1.623 2.077
N -1.802 -4.239 -1.030
N 3.211 3.663 1.577
N 1.358 0.249 -4.617
N -3.714 -3.561 -1.844
N 4.133 4.543 -0.210
C -3.812 -4.894 -1.626
C -4.757 -2.758 -2.422
C 1.034 -0.606 -5.815
C 1.544 -0.151 -2.174
C -2.480 -3.151 -1.470
C 4.233 4.488 1.986
C -2.094 0.871 3.957
C 4.422 4.836 -1.586
C 2.481 2.854 2.470
C -0.454 -4.267 -0.531
C 2.263 3.313 3.768
C -1.683 -0.427 1.724
C 1.707 0.756 3.002
C -3.432 0.992 4.687
C 1.766 2.426 4.709
C 1.531 -2.004 -5.443
C 4.803 5.022 0.872
C 1.447 -2.006 -3.918
C -2.617 -5.318 -1.111
C 3.163 3.707 0.211
C -2.199 -0.466 3.212
C -4.401 0.382 3.685
C 1.983 -0.614 -3.567
C 1.545 1.107 4.332
H 1.256 0.370 5.064
H 3.072 -0.588 -3.641
H 0.403 -2.075 -3.595
H 4.904 3.975 -2.056
H -4.555 1.047 2.833
H -5.370 0.119 4.109
H -5.717 -3.038 -1.989
H -0.451 -4.202 0.558
H -3.910 -1.144 2.277
H 1.566 2.752 5.720
H -1.256 0.900 4.647
H 0.123 -3.434 -0.937
H 0.925 -2.787 -5.894
H 0.019 -5.205 -0.825
H -3.424 0.416 5.614
H -0.040 -0.594 -5.990
H 5.630 5.702 0.798
H -3.828 -1.596 3.878
H 0.503 0.649 -4.197
H -1.620 -1.253 3.703
H -2.317 -6.304 -0.813
H -1.977 1.685 3.242
H 2.475 4.339 4.028
H 1.963 1.029 -4.888
H 4.505 4.624 3.012
H 5.091 5.691 -1.651
H 2.563 -2.147 -5.764
H 2.024 -2.804 -3.457
H -3.683 2.022 4.923
H 3.506 5.075 -2.129
H -4.701 -5.457 -1.841
H -4.817 -2.933 -3.499
H -4.573 -1.700 -2.237
H 1.529 -0.260 2.657
H 1.529 -0.218 -6.703
```

Atomic partial charges in e from the Löwdin method, atoms 1 to 8: number 1, Pd, carries 0.7481; number 2, Se, carries 1.3329; number 3, S, carries 0.8255; number 4, O, carries -0.0380; number 5, O, carries -0.0462; number 6, O, carries -0.1925; number 7, O, carries -0.0609; number 8, N, carries 0.0998


Question: The lowest DFT total energy belongs to which entry?
Answer: C24H35AlBBrCl3F7MgN4O12P